{
  "formula": "C39H76BClN3O3",
  "method": "the ωB97M-V functional and the def2-TZVPD basis",
  "symbols": ["H", "H", "H", "O", "H", "C", "H", "H", "H", "H", "H", "C", "H", "H", "H", "C", "N", "H", "H", "C", "B", "H", "C", "H", "H", "H", "C", "C", "H", "H", "H", "C", "C", "H", "H", "H", "C", "H", "H", "C", "C", "H", "H", "H", "H", "C", "H", "H", "H", "H", "C", "H", "H", "N", "H", "H", "H", "C", "H", "C", "N", "C", "H", "H", "H", "H", "H", "H", "H", "H", "C", "H", "H", "Cl", "H", "C", "H", "H", "C", "H", "C", "H", "H", "H", "H", "C", "C", "H", "H", "C", "H", "H", "H", "H", "H", "H", "O", "C", "O", "H", "C", "C", "H", "H", "C", "C", "H", "H", "H", "C", "C", "C", "C", "C", "H", "H", "H", "H", "C", "C", "C", "C", "C"],
  "coordinates": [[5.8230, -0.5545, 4.7355], [-3.9254, -1.5384, 4.8506], [-1.8555, 0.6620, -3.2738], [-1.5244, 3.2140, -1.2884], [-0.4552, 1.0268, -2.2425], [4.2928, 1.4246, -8.2572], [-1.6914, 1.0996, 1.3187], [-1.2774, 3.5423, 1.6206], [4.9091, -2.5239, 3.8448], [2.1520, -4.6314, 7.6288], [1.2052, -5.7357, 1.3539], [-1.3495, 1.2720, 0.2962], [-2.4644, -1.9605, 0.5375], [5.1210, -3.9050, 7.8355], [2.9187, -6.5407, 6.2238], [3.2074, -4.9095, 7.6242], [-2.6505, 5.1952, -1.7584], [4.8108, 0.6513, -8.8254], [-1.6515, 0.4236, -0.3305], [-4.1776, 7.3059, -1.9736], [-4.2530, 2.5010, 0.9176], [0.5557, 2.0031, -0.5383], [1.9229, 3.1693, -7.7185], [-6.0014, 7.8887, -2.9530], [-4.4849, 0.2838, 0.7987], [2.9830, -5.2726, -0.2159], [3.8952, -2.3751, -0.0082], [0.1847, 1.4020, 0.2919], [5.4694, -0.9407, -0.0368], [-0.5677, -2.9574, -0.0948], [-1.1398, -3.7990, -1.5879], [2.3932, -4.4041, 0.0886], [3.2811, -3.4266, 0.9184], [3.8123, -3.1813, 8.7744], [2.6210, -2.9705, 1.6547], [-4.5456, 7.5701, -0.9813], [3.5373, -5.6480, 6.3216], [-0.3416, 0.8010, -4.9567], [0.4206, -5.4100, -1.1750], [-3.2938, -2.5329, 3.0305], [-0.9801, -3.8803, -0.5102], [-5.7676, 6.4760, -4.9668], [-1.6066, 3.4971, -3.2704], [3.1181, 2.1017, -9.9232], [-2.9476, 2.5445, -2.6715], [-2.1317, 2.5102, -0.2261], [3.0587, -1.8948, -0.5292], [4.6488, 2.9417, -9.7365], [4.4779, -2.8895, -0.7801], [1.2466, 2.4330, -2.9970], [4.9605, -0.3757, 4.0898], [3.7786, 4.1249, -7.7159], [-2.9954, -4.6892, -0.5542], [3.1119, -4.0900, 4.2670], [1.7940, 2.2564, -4.6737], [-5.1831, -1.6875, 3.5670], [-2.2267, -4.6625, 1.0665], [3.8008, 2.5290, -9.1861], [-3.1701, 0.5021, 4.0147], [-5.0141, 0.7926, 2.8574], [1.0033, 2.7794, -7.1511], [-3.1427, -2.8161, 0.4534], [4.1104, -0.3666, 0.8813], [-3.5888, 8.1451, -2.3503], [-6.0383, 1.1321, 0.9888], [4.9866, 1.8181, -7.5119], [-0.6763, -5.8958, 0.1421], [-2.3913, 4.5349, 0.7087], [3.6061, -1.6507, 3.0024], [-3.1212, -3.3947, 3.6837], [4.6619, -1.6390, 3.2642], [-5.1078, 3.3637, 0.6454], [0.7440, -4.0331, 1.4691], [1.4760, 3.5960, 1.3543], [-5.0655, 1.7312, 3.4179], [-1.1213, 1.4288, -3.0036], [-0.5825, 2.5335, -4.8230], [0.5940, 0.3935, 0.1388], [-3.7754, -0.0399, 3.2846], [-5.9293, 0.2253, 3.0681], [-1.8729, 2.7102, -2.5570], [4.1007, -0.1888, 4.7417], [-4.3019, 5.7416, -4.3293], [0.0462, 1.9561, 2.3865], [4.0490, -4.0397, 1.3938], [4.7083, -1.2616, 0.6861], [3.2968, -4.7852, 5.1633], [-4.9190, -2.3409, 1.5796], [-4.3116, 7.4568, -4.7661], [-0.2508, 1.6519, -4.2729], [1.6484, 1.3187, 1.8776], [-3.1733, -0.1755, 2.3834], [-3.8197, -2.5749, -0.3731], [3.4646, 0.9457, -7.7336], [3.8819, -2.9268, 7.0366], [2.0967, -3.8514, -0.8119], [-3.4659, 2.2027, -0.3543], [0.8005, 1.9427, 1.6032], [-3.2149, 3.0127, 1.8242], [5.0837, 0.5109, 3.4656], [1.2382, 1.7706, -3.8684], [-2.1784, 3.4955, 1.0012], [-2.3107, -2.1335, 2.7620], [6.3351, -1.0156, 2.0498], [-3.3068, 6.1350, -1.8532], [-5.3517, 7.0106, -2.9123], [1.6589, 0.7965, -3.6179], [4.5832, -5.9601, 6.3144], [5.8717, -2.7078, 1.8164], [1.0872, -4.8105, 0.7798], [4.0569, -3.6595, 7.8258], [-2.3677, -4.1107, 0.1297], [3.0986, 3.6667, -8.4360], [-4.0145, -2.9352, 1.7197], [-4.3182, -3.9878, 1.7896], [-5.9454, 6.1909, -2.5043], [2.7766, 4.4400, -9.1343], [3.3628, -5.5907, 8.4633], [-0.0458, -5.0876, -0.2389], [5.4809, -1.6947, 1.9466], [-4.1371, -1.4666, 3.7785], [-4.9034, 6.6514, -4.3243], [-4.9977, 1.0939, 1.3341]],
  "atomic_forces_ev_per_a": [[0.14, 0.34, -0.18], [-0.35, -0.06, 0.00], [-0.01, -0.04, 0.40], [0.17, -2.31, -0.03], [-0.29, 0.01, 0.21], [0.00, -0.03, -0.05], [-0.20, -0.10, -0.12], [0.18, -0.13, -0.28], [-0.32, 0.05, 0.12], [-0.02, -0.07, -0.05], [0.27, 0.23, 0.20], [0.33, 0.19, -1.15], [-0.03, -0.06, 0.09], [0.00, 0.02, -0.01], [0.03, -0.02, -0.06], [0.09, 0.17, 0.15], [-0.75, 1.67, -0.64], [0.02, 0.01, 0.01], [0.04, -0.05, 0.19], [-0.17, -0.16, -0.02], [-0.22, -0.28, -0.79], [-0.21, 0.04, -0.02], [-0.12, 0.17, 0.15], [0.03, 0.02, 0.08], [-0.17, -0.11, 0.04], [-0.18, -0.02, -0.12], [-0.48, 0.29, 0.50], [0.04, -0.38, 0.33], [-0.16, 0.14, 0.00], [0.15, 0.01, -0.28], [0.22, 0.47, 0.05], [-0.11, 0.99, 0.30], [-0.49, -0.76, -0.91], [0.02, -0.01, 0.01], [0.34, 0.05, 0.22], [0.06, 0.00, 0.02], [-0.16, 0.13, 0.15], [-0.13, 0.11, -0.03], [-0.11, -0.20, 0.07], [-0.59, 0.10, -0.03], [-0.46, -0.80, 0.10], [0.01, 0.02, -0.01], [-0.02, 0.08, 0.19], [-0.03, 0.08, -0.01], [0.00, 0.11, 0.41], [-0.17, 1.19, 3.01], [0.11, -0.05, -0.12], [-0.05, 0.09, -0.01], [0.15, 0.10, 0.12], [0.42, -0.13, 0.03], [-0.65, -0.56, 0.17], [-0.03, 0.01, 0.03], [0.15, -0.36, 0.24], [-0.18, -0.30, 0.23], [0.24, -0.24, 0.11], [-0.07, 0.06, 0.35], [-0.07, -0.09, -0.10], [0.15, -0.18, 0.04], [0.02, -0.13, -0.01], [0.17, -0.13, -0.53], [0.10, 0.01, -0.21], [-0.41, -0.03, -0.13], [-0.15, -0.18, 0.17], [0.01, 0.00, 0.01], [0.11, -0.05, -0.17], [-0.01, -0.01, 0.01], [0.12, -0.12, -0.20], [0.01, -0.21, -0.45], [-0.03, -0.24, 0.21], [-0.05, -0.07, -0.16], [0.63, 0.56, -0.69], [-0.03, 0.20, 0.09], [0.15, -0.04, 0.04], [-0.03, -0.04, 0.31], [-0.02, -0.05, -0.01], [-0.11, -0.02, -1.12], [0.08, 0.00, 0.03], [0.06, 0.09, 0.06], [-0.86, -0.13, -0.35], [0.11, 0.02, 0.34], [0.61, -0.13, -0.50], [0.17, 0.12, 0.09], [0.04, 0.03, 0.04], [0.21, 0.25, 0.14], [-0.02, 0.37, 0.42], [0.85, -0.39, -0.35], [0.05, -0.04, -0.21], [0.07, 0.06, 0.12], [0.01, -0.02, -0.01], [0.45, -0.61, 0.52], [-0.02, 0.14, 0.27], [0.15, 0.23, 0.13], [0.22, 0.02, -0.09], [-0.01, 0.06, 0.04], [0.02, -0.04, -0.04], [0.10, -0.21, -0.11], [0.38, -0.22, -1.26], [-0.08, -0.38, -0.93], [0.20, -0.34, 0.15], [0.19, -0.05, 0.03], [-0.94, 0.84, -0.31], [-0.18, 0.33, 0.56], [-0.01, 0.06, 0.25], [0.08, -0.20, 0.04], [0.01, 0.06, 0.19], [-0.08, 0.01, -0.21], [0.05, 0.08, 0.06], [0.00, 0.00, -0.04], [0.08, 0.10, -0.17], [-0.44, -0.65, -0.32], [-0.03, 0.01, 0.02], [0.18, 0.83, 0.20], [0.01, -0.21, -0.15], [0.60, -0.37, -0.22], [-0.24, 0.13, 0.01], [0.04, 0.02, 0.09], [-0.02, 0.04, 0.06], [-0.02, -0.08, -0.07], [0.09, 0.41, 0.08], [-0.28, 0.30, 0.23], [1.30, 0.08, -0.09], [-0.05, -0.02, -0.02], [0.02, 0.51, 0.76]],
  "total_energy_ha": -2406.6348,
  "e_above_lowest_kcal_mol": 0.0,
  "largest_force_ev_per_a": 3.2,
  "charge": -1,
  "multiplicity": 1,
  "gap_ev": 5.712
}